1.
This record from the OMol25 dataset describes a cluster of 6 separate species, C8H27BrN9O5 in total in a non-equilibrium geometry. The level of theory is wB97M-V/def2-TZVPD.

```
50
Properties=species:S:1:pos:R:3:forces:R:3:lowdin_charge:R:1
Br -0.545195 0.673134 0.496103 0.01 -0.42 -0.18 -0.0009
C -0.660766 -3.447935 -1.815682 0.70 -0.28 -0.48 -0.0448
C 0.644423 -3.433505 -1.021748 -0.13 0.46 -0.45 -0.4272
C 1.697941 -2.590903 -1.730256 0.87 0.36 0.32 -0.2410
O 2.023111 -3.038197 -3.027017 -0.38 -0.11 -0.28 -0.1909
C 2.958651 -2.182799 -3.648975 -0.04 -0.53 0.17 -0.1142
N 0.422901 -2.844997 0.312806 0.27 -0.51 -0.46 0.0321
H -0.456393 -3.493461 -2.889527 0.19 0.05 0.07 0.0752
H -1.182477 -2.506272 -1.649151 -0.45 -0.26 0.17 0.0583
H -1.212529 -4.363853 -1.611508 -0.50 0.39 0.39 0.0754
H 1.031752 -4.451537 -0.931510 -0.02 -0.01 0.14 0.1330
H 2.625129 -2.594597 -1.123465 -0.09 -0.16 0.04 0.1226
H 1.411826 -1.526460 -1.733717 -0.37 -0.11 -0.20 0.1206
H 3.058669 -2.463398 -4.696810 -0.23 -0.03 -0.02 0.0824
H 3.942789 -2.343268 -3.190384 0.02 0.45 0.09 0.0853
H 2.613254 -1.148730 -3.572700 0.29 0.12 -0.01 0.0885
H -0.046640 -1.952214 0.167641 0.05 0.06 0.18 -0.0429
H 1.351432 -2.612484 0.656424 -0.16 0.11 0.38 0.0641
C -1.032965 -1.425023 4.407132 0.59 0.61 0.69 -0.6977
O -0.789296 -2.113689 5.393227 -0.28 -0.20 -0.15 -0.0137
N -1.578654 -0.170586 4.526842 -0.05 -0.42 -0.44 0.1449
N -0.714082 -1.774657 3.138634 -0.30 -0.34 0.30 0.1464
H -1.645474 0.226262 5.442070 -0.10 0.08 -0.02 0.0918
H -1.825593 0.331496 3.691981 0.02 0.32 0.19 0.0751
H -0.631911 -1.075562 2.419613 -0.01 -0.09 -0.34 -0.0493
H -0.386944 -2.715118 3.018681 0.15 0.09 -0.35 0.0862
C 2.918414 3.505298 2.002407 0.01 -1.28 -0.12 -0.6650
O 2.099483 4.378919 1.820928 0.12 0.49 -0.08 0.0343
N 4.161471 3.696130 2.562905 -0.33 0.19 0.01 0.1346
N 2.701243 2.182162 1.655062 0.39 1.36 0.12 0.1485
H 4.422663 4.613409 2.868125 0.00 -0.02 0.06 0.0942
H 4.789587 2.922534 2.649060 0.21 0.15 0.03 0.0815
H 1.886243 1.991730 1.098761 -0.25 -0.51 0.23 0.0094
H 3.272225 1.484300 2.087721 -0.29 -0.41 -0.25 0.0835
C -1.835531 4.636593 -0.001040 0.06 -1.17 0.24 -0.6905
O -2.089649 5.822582 0.086788 0.15 0.38 -0.16 0.0038
N -2.493863 3.768696 -0.837694 -0.12 -0.10 -0.24 0.1371
N -0.908100 3.954405 0.752622 -0.06 0.77 -0.08 0.1204
H -3.183249 4.096472 -1.483990 -0.14 0.13 0.15 0.0888
H -2.386634 2.777629 -0.693786 -0.02 0.01 -0.18 0.0416
H -0.190062 4.528457 1.165771 0.10 -0.20 0.12 0.0692
H -0.662629 3.006248 0.472753 0.06 0.43 0.24 -0.1031
C -3.337622 -0.342355 -2.544290 -0.68 -0.42 0.37 -0.7049
O -4.204542 -0.495349 -3.395476 0.26 0.12 -0.15 -0.0061
N -2.156836 0.307543 -2.742244 -0.58 -0.17 -0.40 0.1457
N -3.466270 -0.792751 -1.261548 0.57 0.24 0.17 0.1459
H -2.052414 0.677973 -3.667982 0.48 0.15 0.15 0.0995
H -1.474093 0.326433 -2.000823 0.33 0.38 -0.23 -0.0176
H -2.683445 -0.603174 -0.655216 -0.19 -0.17 0.49 -0.0085
H -4.199351 -1.405530 -0.967517 -0.11 0.01 -0.21 0.0984
```
Forces are in eV/Å.

The value obtained for the HOMO-LUMO gap is 0.3302 Eh. The charge is -1. As for the energy relative to the best compared isomer or geometry (same formula, charge and spin): 0.0 kcal/mol. As for the spin multiplicity: 1. For the LUMO energy, the calculation gives 0.092 Eh. As for the max |F|: 1.4 eV Å⁻¹. For the energy, the calculation gives -3764.3336 Ha.

=====

2.
This record from the OMol25 dataset describes a cluster of 5 separate species, C8H27NO5 in total in a non-equilibrium geometry. The level of theory is wB97M-V/def2-TZVPD.

```
41
Properties=species:S:1:pos:R:3:forces:R:3:lowdin_charge:R:1
C 15.385100 -9.032367 45.161385 3.65 -0.75 0.04 -0.1525
O 14.400975 -8.678008 44.274250 0.51 0.33 -1.46 -0.2231
C 13.203573 -8.392688 44.900645 0.18 2.44 1.15 -0.2614
C 12.093423 -8.051760 43.908456 6.32 -2.71 -2.26 -0.4206
C 11.671020 -9.303273 43.154046 -1.42 3.19 -1.77 -0.0359
N 12.733437 -6.998236 43.029569 0.57 -0.39 1.74 0.0445
H 14.892439 -9.670502 45.903359 0.73 -0.36 0.19 0.0641
H 15.991404 -8.183500 45.791172 -1.71 -1.41 -1.71 0.1271
H 16.227702 -9.626188 44.493536 -2.08 1.38 2.02 0.1400
H 13.015998 -9.192649 45.578737 -0.77 -0.73 0.79 0.1007
H 13.407564 -7.428271 45.500298 -0.54 -1.16 -0.17 0.1399
H 11.376206 -7.723459 44.452860 -4.99 2.72 3.25 0.0543
H 12.497034 -9.376161 42.443570 -0.20 -1.54 0.08 0.0792
H 10.838119 -8.823391 42.547596 0.59 -1.20 0.21 0.1000
H 11.225451 -10.103763 43.746229 0.77 -0.14 -0.17 0.0738
H 13.562356 -7.521735 42.677109 -0.72 0.65 -0.12 0.0688
H 13.222060 -6.430766 43.799199 -0.92 -0.34 -1.77 0.0914
C 6.232031 -7.125726 46.445987 -5.47 4.86 -0.14 -0.1279
O 4.876739 -7.579022 46.454484 0.91 3.96 -2.59 -0.0441
H 6.766540 -7.515743 47.114118 3.98 -3.90 5.86 -0.0066
H 6.312489 -6.042904 46.771399 -0.75 -0.81 -0.62 0.1156
H 6.808000 -7.191131 45.639925 1.41 -0.60 -4.41 0.0363
H 4.784505 -8.364712 46.878669 -0.04 -3.51 1.92 0.0169
C 8.626996 -10.062083 46.124761 2.54 -0.58 -1.79 -0.1349
O 8.983837 -10.838969 47.251900 -4.87 10.99 1.62 -0.0600
H 8.908991 -10.684174 45.153039 -0.40 1.73 1.72 0.1147
H 9.090406 -8.980427 46.174536 -0.16 -2.26 -0.15 0.0974
H 7.592670 -9.822667 46.059901 -1.17 -0.41 0.31 0.0347
H 9.316819 -11.601410 47.234111 3.97 -9.46 -1.78 -0.0993
C 11.463054 -7.214495 47.894996 1.79 0.73 4.33 -0.1982
O 10.125155 -7.272916 48.352020 -1.62 4.11 2.28 -0.1976
H 11.747761 -6.150828 48.059413 0.90 -0.96 -0.11 0.0835
H 11.390967 -7.343004 46.913812 0.37 -0.90 -4.34 -0.0181
H 12.288006 -8.001530 48.367716 -2.44 1.99 -0.84 0.1418
H 9.877104 -6.221245 48.683103 0.95 -4.96 -1.34 0.1923
C 11.603370 -12.714540 46.815404 -1.19 2.71 0.42 -0.1167
O 10.507271 -12.948618 45.829527 1.05 -0.16 1.53 -0.1682
H 11.270285 -12.014452 47.816758 0.51 -2.35 -2.81 0.1410
H 12.302035 -12.018179 46.262993 -0.16 -1.19 0.85 0.0710
H 11.978334 -13.702649 47.101347 0.38 0.64 0.21 0.0671
H 10.669222 -13.869429 45.578841 -0.45 0.36 -0.16 0.0691
```
Forces are in eV/Å.

The value obtained for the HOMO-LUMO gap is 0.3720 Eh. Its structure (SMILES) is COC[C@H](C)N.CO.CO.CO.CO. As for the energy relative to the best compared isomer or geometry (same formula, charge and spin): 178.9 kcal/mol. As for the spin multiplicity: 1. For the LUMO energy, the calculation gives 0.017 Eh. As for the max |F|: 12.1 eV Å⁻¹. For the energy, the calculation gives -751.6309 Ha.

=====

3.
This record from the OMol25 dataset describes a structure of composition C8H28B2KO4 in a non-equilibrium geometry. The level of theory is wB97M-V/def2-TZVPD.

```
43
Properties=species:S:1:pos:R:3:forces:R:3:lowdin_charge:R:1
K -1.715196 1.313550 2.367087 -0.56 0.16 -0.02 0.9271
B -3.175656 6.971990 2.349407 0.07 0.09 -0.06 -0.4726
H -3.483416 5.950240 2.509277 -1.48 -4.46 0.56 -0.1350
H -2.122996 6.964330 2.586227 4.46 0.45 0.78 -0.1303
H -3.438396 7.257480 1.342587 -0.70 1.17 -4.18 -0.1218
H -3.757706 7.572400 3.031297 -2.13 2.55 2.89 -0.1208
B -6.594726 -0.048280 2.400467 0.04 0.05 -0.08 -0.4658
H -6.170186 0.496920 3.229187 1.71 2.08 3.82 -0.1304
H -6.700646 0.721910 1.652257 -0.49 2.84 -3.41 -0.1201
H -5.888186 -0.812350 2.115437 2.94 -3.29 -1.42 -0.1332
H -7.554416 -0.471930 2.652947 -3.77 -1.74 1.07 -0.1161
C 1.982674 -0.844290 -4.236323 -1.00 1.04 -0.27 -0.1139
O 1.037694 -0.749900 -3.193073 -1.14 -0.79 0.53 -0.2064
C -0.177286 -0.000040 -3.427123 2.43 1.24 -0.31 -0.1310
C 0.226694 1.510010 -3.532133 -0.43 -0.01 -0.83 -0.2312
O 0.669474 2.000210 -2.336093 -0.46 -1.35 2.53 -0.2005
C 0.985324 3.337040 -2.183173 -0.08 0.16 -0.19 -0.1069
H 1.455864 -0.869020 -5.190233 0.03 -0.49 -0.32 0.0844
H 2.611404 -1.723240 -4.094053 -0.09 0.18 0.07 0.0882
H 2.545214 0.088050 -4.285293 0.60 -0.11 0.12 0.0754
H -0.858846 -0.219320 -2.605243 0.30 0.32 0.20 0.1246
H -0.721096 -0.264980 -4.333873 0.33 -0.31 -0.38 0.1140
H -0.614926 2.048600 -3.967683 -0.49 0.34 0.22 0.1219
H 1.085574 1.805270 -4.134833 -0.05 -1.12 -1.46 0.1144
H 1.529384 3.349110 -1.238753 -0.30 0.64 0.04 0.0949
H 0.069984 3.927670 -2.220803 0.04 0.39 0.44 0.0972
H 1.642674 3.729610 -2.958973 0.28 -0.12 -0.34 0.0847
C 3.797284 -1.223640 1.628157 -0.45 1.08 0.31 -0.1343
O 2.653334 -1.644110 2.346227 0.45 -1.14 0.67 -0.2062
C 2.907244 -2.993090 2.873387 -1.57 0.25 -3.21 -0.1333
C 2.182124 -4.028750 1.911967 0.27 1.11 1.64 -0.2138
O 0.740164 -4.011820 1.952897 2.34 -0.92 -1.67 -0.1593
C 0.348604 -4.972770 0.929477 -2.05 -0.36 1.42 -0.1047
H 3.586854 -0.227350 1.239267 -0.14 -0.05 -0.17 0.0856
H 4.050604 -1.869320 0.787307 0.08 -0.21 0.04 0.0866
H 4.622164 -1.085320 2.327117 0.39 -0.30 -0.12 0.0863
H 2.622894 -3.051840 3.923997 0.14 -0.09 -0.18 0.1246
H 3.938004 -3.226880 2.606947 0.33 -0.03 1.00 0.1019
H 2.658324 -4.969610 2.187857 -0.61 -0.74 0.34 0.1134
H 2.514184 -3.911100 0.880467 0.08 0.69 -0.09 0.1102
H 0.078034 -5.869100 1.487597 -0.25 -0.22 -0.04 0.0819
H 0.994494 -5.369660 0.146277 0.85 1.02 0.14 0.0839
H -0.562576 -4.586670 0.472557 0.08 -0.01 -0.09 0.0866
```
Forces are in eV/Å.

The value obtained for the HOMO-LUMO gap is 0.1858 Eh. The charge is -1. As for the energy relative to the best compared isomer or geometry (same formula, charge and spin): 160.3 kcal/mol. As for the spin multiplicity: 1. For the LUMO energy, the calculation gives 0.019 Eh. As for the max |F|: 4.7 eV Å⁻¹. For the energy, the calculation gives -1271.8365 Ha.